Entry 1:
{
  "formula": "C19H42InO2STi",
  "method": "wB97M-V/def2-TZVPD",
  "symbols": ["C", "C", "C", "C", "C", "C", "C", "C", "C", "C", "C", "C", "C", "C", "C", "C", "C", "C", "In", "S", "C", "O", "O", "H", "H", "H", "H", "H", "H", "H", "H", "H", "H", "H", "H", "H", "H", "H", "H", "H", "H", "H", "H", "H", "H", "H", "H", "H", "H", "H", "H", "H", "H", "H", "H", "H", "H", "H", "H", "H", "H", "H", "H", "H", "H", "Ti"],
  "coordinates": [[4.069, -0.607, 1.737], [3.092, -1.389, 0.764], [1.758, -1.660, 1.549], [0.771, -2.565, 0.729], [0.216, -1.550, -0.350], [0.603, -1.925, -1.819], [1.016, -0.677, -2.667], [0.317, 0.629, -2.158], [1.459, 1.554, -1.573], [0.988, 3.035, -1.374], [1.496, 3.696, -0.034], [1.242, 2.877, 1.283], [-0.207, 2.340, 1.474], [-0.047, 1.162, 2.540], [-1.419, 0.672, 3.120], [-1.724, -0.792, 2.657], [-3.009, -0.935, 1.751], [-2.859, 0.100, 0.575], [-4.136, -0.412, -1.232], [-2.778, -2.030, -2.667], [-2.210, -1.290, -4.250], [-3.621, -3.235, -3.021], [-1.604, -2.453, -1.792], [3.560, 0.225, 2.300], [4.891, -0.196, 1.110], [4.541, -1.313, 2.459], [3.585, -2.322, 0.432], [2.869, -0.695, -0.082], [1.274, -0.654, 1.712], [1.920, -2.137, 2.542], [-0.037, -2.984, 1.371], [1.279, -3.448, 0.281], [-0.894, -1.664, -0.302], [0.540, -0.535, -0.041], [-0.176, -2.540, -2.324], [1.507, -2.593, -1.788], [0.743, -0.856, -3.730], [2.117, -0.506, -2.616], [-0.088, 1.175, -3.047], [-0.547, 0.449, -1.486], [1.934, 1.128, -0.657], [2.262, 1.563, -2.352], [-0.128, 3.093, -1.412], [1.331, 3.630, -2.255], [2.604, 3.813, -0.121], [1.061, 4.721, 0.013], [1.916, 1.968, 1.315], [1.482, 3.516, 2.168], [-0.920, 3.081, 1.885], [-0.608, 1.865, 0.554], [0.489, 0.323, 2.025], [0.651, 1.589, 3.324], [-1.368, 0.728, 4.234], [-2.183, 1.423, 2.820], [-0.895, -1.220, 2.040], [-1.824, -1.412, 3.585], [-3.947, -0.825, 2.333], [-2.943, -1.957, 1.309], [-1.774, 0.155, 0.285], [-3.129, 1.137, 0.904], [-5.713, -1.139, -0.746], [-4.396, 1.114, -2.140], [-1.507, -1.989, -4.772], [-1.678, -0.324, -4.134], [-3.098, -1.208, -4.915], [1.885, 1.279, 2.680]],
  "forces_ev_per_a": [[0.4, -1.0, -1.2], [-0.5, 1.2, 1.7], [0.5, -1.7, -0.1], [0.1, 1.4, 0.0], [-0.7, -2.0, 0.0], [3.2, 0.0, -0.2], [-0.8, -0.2, 0.3], [1.1, 0.6, -1.0], [-0.6, 0.4, -0.6], [-0.2, -0.2, 0.6], [0.7, -0.3, -0.6], [-1.5, 0.9, -0.9], [0.2, -1.1, 0.5], [-4.1, 1.5, -1.3], [0.9, 0.1, 0.2], [-0.9, -0.4, 0.4], [1.5, 0.5, -0.5], [-0.1, -0.1, 0.1], [-0.8, 1.1, 0.8], [-0.8, -2.9, 1.1], [0.7, -0.7, -0.8], [1.2, 2.1, -0.2], [-5.3, 0.3, -2.1], [0.8, -0.7, -0.3], [-0.5, 0.1, 0.7], [-0.5, 0.7, -0.2], [-0.4, 0.5, 0.0], [0.2, -0.9, 0.4], [0.9, -1.8, -0.3], [0.4, 0.4, -0.4], [0.5, 0.4, -0.4], [-0.1, 0.7, 0.2], [1.2, 0.8, 0.1], [-0.2, -0.6, -0.5], [1.8, 0.9, 0.6], [-0.3, 0.5, 0.2], [0.3, 0.1, 0.6], [-0.7, -0.2, -0.2], [0.2, -0.2, 0.7], [0.7, 0.1, -0.3], [-0.5, 0.2, -0.5], [-0.5, -0.1, 0.7], [0.8, -0.1, 0.1], [-0.1, -0.2, 0.9], [-0.7, 0.1, 0.1], [0.3, -0.8, 0.4], [0.2, 1.8, -4.3], [0.1, -0.2, 0.0], [0.5, -0.2, -0.4], [0.2, 0.6, 0.5], [-1.1, 0.4, -0.4], [-5.1, 1.5, 4.2], [0.0, -0.1, -0.8], [0.4, -0.8, 0.0], [-0.6, 0.5, 0.7], [0.2, 0.3, -0.8], [0.5, 0.0, -0.5], [-0.4, 0.6, 0.5], [-1.0, -0.2, 0.2], [0.0, -0.8, -0.3], [0.7, 0.0, -0.2], [0.2, -0.4, 0.0], [-0.5, 0.3, 0.6], [-0.6, -0.5, 0.2], [0.5, 0.1, 0.7], [7.9, -2.8, 1.5]],
  "s_squared": 0.8961,
  "energy_ha": -2336.88198,
  "multiplicity": 2,
  "e_lumo_ev": [-1.4669, -1.4453],
  "largest_force_ha_per_bohr": 0.1654,
  "homo_ev": [-7.33, -7.33]
}

---

Entry 2:
{
  "formula": "C17H22BN5O6",
  "method": "wB97M-V/def2-TZVPD",
  "symbols": ["C", "C", "N", "C", "C", "C", "C", "C", "C", "C", "C", "C", "B", "H", "H", "H", "H", "H", "H", "H", "H", "H", "H", "H", "H", "H", "H", "H", "H", "H", "H", "H", "H", "O", "N", "O", "C", "C", "C", "N", "O", "O", "C", "C", "N", "O", "O", "N", "C", "H", "H"],
  "coordinates": [[-1.576, -2.988, 0.182], [-1.801, -1.497, 0.081], [-0.901, -0.831, -0.972], [-1.049, -1.627, -2.220], [-2.359, -1.754, -2.684], [-2.615, -2.373, -3.921], [-1.536, -2.851, -4.675], [-0.223, -2.752, -4.192], [0.022, -2.137, -2.938], [-1.617, 0.505, -1.291], [-1.048, 1.175, -2.526], [-1.523, 1.408, -0.118], [0.653, -0.652, -0.385], [0.783, 0.253, 0.779], [-2.119, -3.359, 1.058], [-1.981, -3.497, -0.696], [-0.520, -3.246, 0.297], [-2.847, -1.282, -0.185], [-1.614, -1.008, 1.037], [-3.220, -1.356, -2.132], [-3.654, -2.470, -4.280], [-1.714, -3.311, -5.653], [0.622, -3.146, -4.775], [1.025, -2.043, -2.530], [-2.682, 0.280, -1.468], [-1.513, 2.170, -2.621], [0.041, 1.313, -2.451], [-1.280, 0.628, -3.449], [-2.132, 2.307, -0.257], [-1.885, 0.938, 0.788], [-0.492, 1.717, 0.057], [0.992, -1.711, 0.177], [1.336, -0.043, -1.198], [4.786, 4.266, 3.540], [3.546, 4.242, 3.370], [2.823, 5.253, 3.529], [2.860, 3.007, 2.977], [1.459, 3.062, 2.849], [0.726, 1.901, 2.576], [-0.687, 1.958, 2.860], [-1.177, 3.044, 3.294], [-1.387, 0.901, 2.670], [1.332, 0.627, 2.230], [2.739, 0.604, 2.484], [3.521, -0.528, 2.759], [3.295, -1.718, 2.633], [4.696, -0.053, 3.409], [4.707, 1.325, 3.466], [3.513, 1.713, 2.904], [0.910, 3.985, 3.040], [0.763, -0.350, 2.572]],
  "forces_ev_per_a": [[-0.2, -0.3, 0.1], [0.3, 0.0, 0.2], [-0.9, 0.2, 0.4], [-0.1, 0.1, -0.1], [-0.6, -0.6, -1.1], [0.3, 0.2, 0.5], [0.3, -0.1, -0.1], [-0.2, 0.3, 0.6], [-0.3, -0.2, -0.5], [0.3, 0.3, -0.4], [0.1, 0.2, -0.5], [-0.2, 0.7, 0.7], [0.1, 0.2, 0.7], [-0.1, -0.7, -1.0], [0.1, 0.0, -0.1], [0.2, -0.1, 0.1], [-0.2, 0.1, 0.0], [0.4, -0.1, 0.1], [0.2, 0.0, -0.1], [0.5, -0.4, -0.3], [0.7, 0.1, 0.2], [0.1, 0.2, 0.4], [-0.5, 0.2, 0.3], [-0.1, 0.0, -0.2], [0.6, 0.0, 0.1], [0.2, -0.3, 0.1], [-0.4, 0.0, 0.0], [0.2, 0.1, 0.2], [0.1, -0.1, -0.2], [0.0, 0.1, -0.2], [0.0, 0.1, 0.0], [-0.1, 0.9, -0.8], [-0.2, -0.6, 0.4], [-2.6, -0.7, -0.5], [0.8, 1.8, 0.6], [1.2, -1.8, -0.3], [-1.1, 0.3, -0.2], [1.9, 0.0, 0.1], [0.0, -1.2, -0.1], [-2.1, -0.1, 0.4], [1.1, -2.8, -1.2], [1.9, 2.5, 1.0], [-2.5, -1.5, 1.8], [1.6, -1.3, 0.3], [-1.2, 1.5, 0.2], [0.5, 1.0, 0.2], [-0.9, -0.4, -1.1], [-2.5, 0.4, -1.3], [1.9, 0.0, 1.5], [0.4, -0.3, 0.0], [1.2, 2.2, -0.8]],
  "e_above_lowest_kj_mol": 151.8,
  "energy_ha": -1410.60557,
  "e_lumo_ev": -1.8639,
  "largest_force_ha_per_bohr": 0.0665,
  "homo_ev": -8.47
}

---

Entry 3:
{
  "formula": "C5H14N2",
  "method": "wB97M-V/def2-TZVPD",
  "symbols": ["C", "N", "C", "C", "C", "C", "N", "H", "H", "H", "H", "H", "H", "H", "H", "H", "H", "H", "H", "H", "H"],
  "coordinates": [[1.762, 1.290, 0.980], [1.588, 0.321, -0.133], [-0.404, -2.582, -0.034], [-0.305, -1.194, 0.505], [0.254, -0.021, -0.379], [-0.658, 1.181, -0.307], [-1.715, 0.972, -1.294], [1.652, 2.382, 0.610], [0.790, 1.238, 1.464], [2.597, 1.187, 1.685], [2.197, 0.469, -1.012], [-1.307, -2.852, -0.737], [0.546, -2.748, -0.566], [-0.395, -3.317, 0.809], [0.009, -1.035, 1.627], [-1.298, -0.738, 0.539], [0.281, -0.475, -1.532], [-0.051, 2.107, -0.584], [-1.089, 1.315, 0.759], [-2.027, 1.818, -1.699], [-2.428, 0.682, -0.699]],
  "forces_ev_per_a": [[-1.3, 1.4, -1.7], [4.4, 0.7, -0.3], [0.2, -1.7, -0.5], [-1.6, 3.2, 1.6], [0.3, -2.7, -2.9], [0.3, 1.5, -0.3], [0.9, -0.2, 0.2], [0.9, -1.3, 0.5], [0.5, -0.3, 1.0], [-0.2, -0.3, -0.5], [-1.5, 0.0, 2.3], [1.8, 0.9, 1.4], [-0.4, -0.4, -0.2], [-0.2, 0.4, -0.7], [0.0, -0.7, -2.1], [-0.7, -1.0, 0.5], [-0.5, 1.3, 2.8], [-0.9, -1.1, 0.4], [0.7, 0.0, -1.5], [-0.3, 1.1, -0.4], [-2.2, -0.9, 0.4]],
  "smiles": "CC[C@@H](CN)NC",
  "e_above_lowest_kj_mol": 270.0,
  "energy_ha": -308.32022,
  "e_lumo_ev": 0.9934,
  "largest_force_ha_per_bohr": 0.0865,
  "homo_ev": -8.10
}

---

Entry 4:
{
  "formula": "C4H22N2O6",
  "method": "wB97M-V/def2-TZVPD",
  "symbols": ["C", "N", "C", "O", "C", "N", "C", "H", "H", "H", "H", "H", "H", "H", "H", "H", "H", "H", "H", "H", "H", "O", "H", "H", "O", "H", "H", "O", "H", "H", "O", "H", "H", "O"],
  "coordinates": [[-1.084, 0.954, -1.823], [-0.328, 2.181, -1.392], [-0.374, 2.468, -0.034], [0.730, 1.929, 0.604], [-0.137, -0.314, -2.034], [0.145, -0.932, -0.693], [1.211, -1.979, -0.622], [-1.606, 1.021, -2.819], [-1.798, 0.812, -1.048], [-0.332, 2.896, -2.106], [-0.564, 3.566, 0.043], [-1.305, 2.009, 0.523], [1.440, 2.528, 0.952], [-0.804, -1.084, -2.615], [0.660, -0.240, -2.756], [0.393, -0.133, -0.074], [0.997, -2.900, -1.119], [1.352, -1.973, 0.596], [2.022, -1.781, -1.189], [1.219, 0.656, 2.111], [1.255, 1.037, 3.531], [1.670, 0.411, 2.920], [-0.717, -1.280, 1.396], [-1.391, -2.592, 1.159], [-0.868, -2.156, 1.782], [3.147, 1.117, -1.180], [1.635, 1.165, -0.951], [2.474, 0.623, -0.759], [-2.429, -3.495, -0.993], [-1.324, -2.567, -0.680], [-2.044, -3.103, -0.306], [-0.582, 0.006, 3.682], [-1.689, 0.424, 2.722], [-0.970, 0.726, 3.172]],
  "forces_ev_per_a": [[2.3, 0.4, -1.7], [-1.0, -2.5, -2.8], [-2.8, 1.7, 1.6], [1.3, 0.2, 1.5], [-4.7, -1.5, 0.7], [4.0, 1.3, -3.6], [-3.5, 0.2, 6.0], [0.4, 0.6, 1.1], [-0.8, -0.8, 0.4], [0.0, 0.2, 0.6], [0.8, -0.6, 0.5], [1.5, 0.6, -1.2], [-1.1, -0.5, -0.6], [0.9, 1.0, 1.1], [1.1, 0.3, 0.5], [-0.7, -0.6, 0.7], [-1.3, -1.1, 0.4], [0.4, -1.0, -3.4], [3.0, 2.2, -1.6], [-0.1, 0.0, -0.3], [0.3, -0.2, 0.1], [0.2, 0.2, 0.3], [-0.2, -0.2, 0.7], [-1.7, -1.5, -1.2], [1.9, 2.0, 1.5], [1.4, 0.7, -0.7], [2.0, -0.7, 0.5], [-2.7, 0.1, -0.3], [-2.8, -2.8, -4.4], [-0.5, -0.5, 0.0], [2.9, 3.0, 3.5], [-0.3, -0.2, -0.2], [-3.3, -1.6, -1.5], [3.0, 1.6, 1.7]],
  "total_charge": 1,
  "s_squared": 0.7545,
  "e_above_lowest_kj_mol": 236.0,
  "energy_ha": -726.11257,
  "multiplicity": 2,
  "e_lumo_ev": [-2.8626, -8.2933],
  "largest_force_ha_per_bohr": 0.1354,
  "homo_ev": [-13.64, -13.64]
}

---

Entry 5:
{
  "formula": "C21H24F6OReSi2",
  "method": "wB97M-V/def2-TZVPD",
  "symbols": ["Re", "C", "Si", "C", "C", "C", "C", "C", "C", "C", "Si", "C", "C", "H", "H", "H", "H", "H", "H", "H", "H", "H", "H", "H", "H", "H", "H", "H", "H", "C", "C", "O", "C", "F", "F", "F", "C", "F", "F", "F", "H", "H", "H", "C", "C", "C", "C", "C", "C", "C", "H", "H", "H", "H", "H"],
  "coordinates": [[0.076, 0.684, -0.739], [2.706, -1.764, -0.414], [2.372, 0.033, 0.015], [3.038, 1.166, -1.358], [2.799, 0.467, 1.771], [4.077, 0.605, 2.308], [4.229, 0.886, 3.657], [3.111, 1.015, 4.473], [1.837, 0.866, 3.945], [1.668, 0.596, 2.589], [-0.007, 0.315, 1.771], [-1.303, 1.469, 2.482], [-0.509, -1.480, 2.039], [3.778, -1.964, -0.338], [2.397, -2.023, -1.427], [2.202, -2.434, 0.283], [4.090, 0.881, -1.455], [2.981, 2.221, -1.099], [2.602, 1.024, -2.352], [4.957, 0.502, 1.684], [5.219, 1.005, 4.076], [3.237, 1.232, 5.525], [0.977, 0.973, 4.595], [-1.457, 1.229, 3.537], [-2.255, 1.334, 1.970], [-1.018, 2.519, 2.420], [-0.558, -1.672, 3.113], [0.218, -2.181, 1.623], [-1.487, -1.694, 1.613], [-3.905, -0.774, -0.904], [-2.468, -0.477, -1.311], [-1.821, 0.210, -0.303], [-2.448, 0.415, -2.563], [-1.100, 0.668, -2.857], [-2.986, 1.597, -2.320], [-2.991, -0.095, -3.647], [-1.700, -1.796, -1.588], [-0.335, -1.535, -1.517], [-1.911, -2.323, -2.783], [-1.938, -2.711, -0.665], [-4.430, 0.167, -0.761], [-3.901, -1.322, 0.035], [-4.417, -1.363, -1.666], [0.306, 2.292, -0.184], [0.483, 3.637, 0.266], [-0.321, 4.641, -0.286], [-0.165, 5.947, 0.135], [0.788, 6.259, 1.097], [1.591, 5.265, 1.642], [1.446, 3.952, 1.234], [-1.061, 4.387, -1.033], [-0.786, 6.726, -0.285], [0.906, 7.284, 1.422], [2.332, 5.516, 2.388], [2.062, 3.172, 1.658]],
  "forces_ev_per_a": [[1.1, -0.3, 0.0], [0.0, 0.2, 0.0], [-0.4, -0.3, 0.2], [-0.4, 0.0, 0.0], [0.0, 0.0, -0.3], [0.0, 0.0, 0.0], [0.0, 0.0, 0.0], [0.0, 0.0, 0.0], [0.0, 0.0, 0.0], [-0.2, 0.0, -0.2], [-0.2, -0.2, 0.1], [0.1, -0.1, -0.1], [0.1, 0.2, 0.0], [0.0, 0.0, 0.0], [0.0, 0.0, 0.0], [0.0, 0.0, 0.0], [0.0, -0.1, 0.0], [0.1, 0.0, 0.0], [0.0, 0.0, -0.1], [0.0, 0.0, 0.0], [0.0, 0.0, 0.0], [0.0, 0.0, 0.0], [0.0, 0.0, 0.0], [0.0, 0.0, 0.0], [0.0, 0.0, 0.0], [0.0, 0.0, 0.0], [0.0, 0.0, 0.0], [0.0, 0.0, 0.0], [0.0, 0.0, 0.0], [0.0, 0.0, -0.1], [-0.4, -0.2, -0.1], [0.2, 0.2, 0.4], [-0.1, 0.0, 0.0], [0.1, 0.0, 0.0], [0.0, 0.0, 0.0], [0.1, 0.0, 0.0], [-0.4, -0.2, -0.1], [0.3, 0.0, -0.1], [0.0, 0.0, 0.1], [0.0, 0.1, 0.0], [0.0, 0.0, 0.0], [0.0, 0.0, 0.0], [0.0, 0.0, 0.0], [-0.1, 0.6, 0.1], [0.0, 0.0, 0.1], [0.0, 0.0, 0.0], [0.0, 0.0, 0.0], [0.0, 0.0, 0.0], [0.0, 0.0, 0.0], [0.0, 0.0, 0.0], [0.0, 0.0, 0.0], [0.0, 0.0, 0.0], [0.0, 0.0, 0.0], [0.0, 0.0, 0.0], [0.0, -0.1, 0.0]],
  "total_charge": 1,
  "energy_ha": -2146.11576,
  "e_lumo_ev": -4.4928,
  "largest_force_ha_per_bohr": 0.0218,
  "homo_ev": -11.98
}

---

> Which formula does entry 5 have?

C21H24F6OReSi2